Below is a 10-piece molecular cluster, C31H62N2O24 overall at a distorted geometry, with properties calculated with the ωB97M-V functional and the def2-TZVPD basis.

Geometry as XYZ:
```
119
Properties=species:S:1:pos:R:3:forces:R:3
C -23.263473 -8.580946 -15.276942 0.347 -0.754 0.098
O -23.447605 -9.769137 -16.017651 0.357 -0.134 -0.557
C -24.599774 -9.798532 -16.844381 0.316 -0.693 1.446
C -25.864423 -9.996657 -16.009430 0.309 0.861 -0.462
O -25.905364 -11.297319 -15.482063 -0.460 0.195 -0.378
C -27.069652 -11.498306 -14.706540 0.100 -0.470 0.437
C -26.858048 -11.086530 -13.253008 -0.213 -0.519 0.089
O -25.846787 -11.918582 -12.741460 0.709 0.006 -0.084
C -25.553474 -11.676045 -11.382732 -0.422 -0.297 -0.235
H -23.226251 -7.708072 -15.938677 -0.458 0.146 0.214
H -22.284199 -8.662361 -14.803627 -0.066 -0.038 0.020
H -24.008646 -8.562659 -14.480512 0.014 0.716 -0.091
H -24.467084 -10.712485 -17.423748 -0.093 0.243 -0.441
H -24.645644 -8.890335 -17.451493 -0.193 -0.035 -0.173
H -26.713251 -9.763455 -16.670580 -0.222 -0.330 0.116
H -25.887919 -9.257074 -15.199496 -0.017 0.065 -0.014
H -27.272949 -12.570957 -14.715420 0.140 -0.034 0.030
H -27.954527 -11.027058 -15.146825 0.089 0.301 0.021
H -27.759923 -11.295107 -12.655678 -0.235 0.332 -0.264
H -26.605446 -10.023314 -13.153484 0.091 -0.012 -0.001
H -26.454611 -11.910912 -10.802756 0.068 0.352 0.317
H -25.210010 -10.651176 -11.220092 -0.161 0.083 0.112
H -24.772458 -12.362016 -11.060802 0.091 -0.028 -0.202
C -18.749132 -13.853656 -10.919190 -1.006 -0.971 0.683
O -18.335489 -12.556927 -11.274134 0.922 -0.160 -0.343
C -19.147556 -11.559953 -10.984990 -0.760 0.010 -0.068
O -20.238815 -11.675968 -10.495734 -0.406 -0.059 0.458
O -18.597994 -10.429260 -11.375670 0.699 0.182 -0.168
C -19.327379 -9.244178 -11.116372 -1.041 0.847 -0.764
H -19.833003 -13.984721 -10.952686 0.021 0.327 -0.379
H -18.513895 -14.101845 -9.881064 0.453 0.233 -0.058
H -18.301128 -14.585273 -11.583163 0.277 0.250 -0.102
H -20.401554 -9.365261 -11.278317 0.093 -0.396 0.469
H -19.098669 -8.517377 -11.897798 0.632 -0.111 0.189
H -19.114270 -8.836308 -10.131994 0.029 -0.137 0.079
C -25.102847 -3.782984 -3.507063 1.603 0.310 -0.133
O -26.465002 -3.525740 -3.261211 -0.105 -0.788 -0.462
C -26.759040 -2.395511 -2.648866 -0.693 0.013 0.608
O -26.001724 -1.555647 -2.259668 0.499 0.508 -0.099
O -28.082007 -2.391945 -2.480251 -0.488 -0.149 -0.649
C -28.735641 -1.219726 -1.977298 0.283 -0.793 0.500
H -24.571791 -4.218248 -2.657425 -0.409 0.099 0.278
H -24.579346 -2.858869 -3.760120 -0.099 0.005 0.035
H -24.945312 -4.475808 -4.330996 -0.728 -0.014 -0.086
H -28.024739 -0.702474 -1.337282 -0.260 0.408 -0.091
H -29.564684 -1.629414 -1.403813 0.012 0.248 0.153
H -29.154179 -0.623691 -2.785807 0.345 0.150 -0.055
C -26.187624 -5.446866 -16.827111 -1.091 0.297 0.064
O -25.580976 -5.982295 -15.659263 0.835 0.074 -0.283
C -26.345424 -6.230747 -14.611957 -0.843 -0.295 0.333
O -27.514786 -5.977400 -14.490031 -0.135 0.194 -0.078
O -25.612847 -6.858143 -13.702106 0.352 -0.114 -0.140
C -26.231607 -7.174249 -12.462990 -0.061 -0.001 0.980
H -26.067340 -6.156950 -17.640022 0.205 0.062 -0.057
H -25.785373 -4.464639 -17.063810 0.438 -0.169 0.013
H -27.252805 -5.289730 -16.644089 0.047 -0.180 -0.032
H -27.159946 -7.741152 -12.520821 0.033 -0.002 -0.558
H -26.443692 -6.274551 -11.884806 0.080 0.101 -0.114
H -25.494334 -7.752802 -11.912162 0.026 0.044 -0.027
C -25.763844 -10.165095 -7.388739 -1.153 0.077 1.219
O -26.085071 -9.193728 -8.367805 -0.070 -0.230 -0.817
C -27.146121 -8.412559 -8.200959 0.346 -0.425 0.396
O -28.004327 -8.535015 -7.374955 -0.393 -0.050 0.299
O -27.046352 -7.457480 -9.107025 0.233 0.669 -0.697
C -28.130794 -6.543355 -9.267515 -0.163 -0.221 -0.160
H -25.060292 -10.872338 -7.810715 0.166 0.301 0.003
H -26.648231 -10.714232 -7.048009 -0.083 0.016 -0.386
H -25.414121 -9.648125 -6.492870 0.465 -0.257 -0.292
H -28.833081 -6.986402 -9.973173 -0.238 0.025 0.158
H -27.734503 -5.641770 -9.725512 0.210 0.007 0.136
H -28.606823 -6.317369 -8.317937 -0.029 -0.047 0.025
C -22.256425 -7.649459 -5.262850 -0.330 0.244 0.700
O -21.638652 -8.588484 -6.122403 0.079 0.105 -0.238
C -22.300431 -9.725990 -6.338541 0.516 0.439 0.203
O -23.278318 -10.092598 -5.755413 -0.334 -0.365 0.129
O -21.628951 -10.369403 -7.280782 0.276 -0.324 -0.338
C -22.091232 -11.657701 -7.650074 0.338 -0.861 -0.735
H -21.458701 -7.066931 -4.809218 0.056 0.021 -0.093
H -22.826115 -8.140262 -4.472909 0.102 -0.123 -0.051
H -22.940669 -6.994595 -5.799662 0.082 -0.067 -0.260
H -21.946988 -12.405560 -6.871596 -0.436 0.291 0.370
H -21.478399 -12.014773 -8.478877 0.227 0.503 0.010
H -23.100080 -11.635360 -8.056557 -0.186 -0.034 0.530
C -23.304690 -8.951311 -9.464113 0.219 -0.247 -0.447
O -23.739683 -8.060566 -8.455639 0.657 0.295 0.953
C -24.093445 -6.820772 -8.782158 -0.337 -1.025 -1.040
O -24.241344 -6.453751 -9.922116 0.127 0.782 0.196
O -24.319464 -6.162014 -7.665045 -0.362 -0.088 0.569
C -24.740831 -4.804860 -7.724559 -0.158 0.786 0.071
H -23.896743 -8.858221 -10.371125 0.047 0.094 0.009
H -23.390544 -9.948635 -9.052466 -0.349 0.014 -0.008
H -22.242053 -8.832772 -9.676523 -0.067 0.380 -0.113
H -23.906479 -4.209697 -8.078570 -0.146 0.221 -0.087
H -25.025300 -4.495094 -6.720090 0.443 -0.264 0.180
H -25.657620 -4.584975 -8.271699 0.216 -0.605 -0.542
C -22.665507 -1.572563 -5.895996 0.333 0.810 -0.233
O -22.689094 -2.247994 -7.147530 -0.674 -0.554 -0.071
C -21.547926 -2.352265 -7.822992 0.508 0.705 0.857
O -20.562019 -1.711254 -7.575552 0.388 -0.044 -0.213
O -21.705946 -3.256152 -8.759425 -0.579 -1.077 -0.355
C -20.660204 -3.518385 -9.695980 -0.154 1.162 -0.616
H -23.686532 -1.261283 -5.698065 -0.078 -0.291 0.128
H -22.060339 -0.668780 -5.966288 0.090 -0.071 -0.002
H -22.250502 -2.205984 -5.115224 -0.134 -0.128 0.023
H -21.070069 -3.197685 -10.657270 0.197 -0.095 -0.056
H -20.423644 -4.574900 -9.774260 -0.038 -0.035 0.503
H -19.814017 -2.873565 -9.463086 0.182 -0.361 0.035
C -23.173470 -4.968213 -12.507375 -0.362 0.569 0.071
C -22.553909 -6.260621 -12.383005 0.428 -0.476 0.334
N -22.111582 -7.316452 -12.299419 0.155 0.036 -0.034
H -22.628218 -4.330173 -13.202662 -0.221 -0.216 -0.307
H -23.225553 -4.408960 -11.574823 0.068 -0.389 0.269
H -24.196059 -5.187828 -12.813706 0.040 0.438 -0.279
C -28.424849 -1.092864 -5.602449 0.269 0.750 -0.607
C -27.778564 -2.061246 -6.466065 -0.349 -0.192 -0.223
N -27.241898 -2.783006 -7.175011 0.137 -0.194 -0.092
H -27.646460 -0.792519 -4.900386 -0.536 0.036 0.528
H -29.383271 -1.414135 -5.205989 0.333 -0.383 0.439
H -28.664969 -0.210679 -6.202853 0.174 -0.017 -0.044
```
Forces are in eV/Å.

Values from the calculation:
Total energy: -85269.7497 eV
Structure (SMILES): COC(=O)OC.COC(=O)OC.COC(=O)OC.COC(=O)OC.COC(=O)OC.COC(=O)OC.COC(=O)OC.COCCOCCOC.CC#N.CC#N
Kohn-Sham gap: 9.48 eV
E_HOMO: -0.336 Ha
Total charge: 0
F_max: 1.7 eV/Å

Here are the Mulliken charges for atoms 1 to 2, given in e: number 1, C, carries -0.16; number 2, O, carries -0.41

=====

Below is a 2-piece molecular cluster, C13H16N2O6 overall at a distorted geometry, with properties calculated with the ωB97M-V functional and the def2-TZVPD basis.

Geometry as XYZ:
```
37
Properties=species:S:1:pos:R:3:forces:R:3
C -0.383456 -4.502045 4.499633 -0.126 -0.161 -1.094
C -0.338402 -3.958690 3.399720 -1.471 0.527 0.125
C -0.779526 -3.412226 2.003830 0.515 -1.919 -0.686
O -0.827270 -4.173127 1.058627 -0.040 1.223 2.052
O -1.183563 -2.076876 1.777596 1.855 -0.455 1.369
C -0.086128 -1.164617 1.739924 1.022 1.143 -1.341
O 0.196703 -0.561810 3.049926 -0.969 -1.873 -0.682
N 0.797742 0.676500 2.804208 -0.749 2.131 0.151
O 0.009035 1.545758 2.948470 1.174 -0.952 -0.083
C 1.232081 -1.723850 1.083128 2.351 -1.449 -1.927
C 1.226047 -2.192992 -0.366653 2.988 -0.059 1.633
C 2.540301 -2.670725 -0.931087 -0.714 1.371 3.130
C 3.729824 -2.625908 -0.014321 -1.330 -0.053 -0.732
N 3.764812 -2.228605 1.314199 -3.063 0.147 -2.226
C 2.542255 -1.790729 1.808430 -1.413 0.076 -0.746
H -0.473546 -5.155691 5.412062 0.378 1.347 -1.520
H -0.426870 -0.290451 1.086003 0.054 -1.354 0.768
H 0.302417 -2.179113 -1.006821 1.044 -0.006 0.902
H 2.666968 -3.018281 -2.002207 -0.287 0.516 1.616
H 4.719745 -2.958526 -0.465933 -1.368 0.470 0.817
H 2.536136 -1.424135 2.884581 0.129 -0.621 -1.568
C -1.384062 4.406580 -3.250157 -0.072 0.101 0.092
O -2.233524 4.051024 -2.169106 0.185 -0.238 -0.203
C -2.749421 2.729086 -2.294090 -0.043 0.241 0.453
C -2.007397 1.755884 -1.390087 0.082 -0.172 -0.444
O -0.657560 1.579337 -1.814252 -0.054 0.234 0.211
C 0.261879 2.311619 -1.017122 0.029 -0.113 -0.127
H -0.866075 5.328967 -2.985611 -0.101 -0.026 0.051
H -0.638514 3.633345 -3.450826 -0.035 -0.018 -0.014
H -1.981503 4.585637 -4.149600 0.079 -0.029 -0.081
H -2.717839 2.395041 -3.336443 0.084 -0.034 0.060
H -3.798108 2.765718 -1.984860 -0.015 -0.050 -0.005
H -2.491517 0.777515 -1.454112 -0.064 -0.013 0.011
H -2.048181 2.083356 -0.345184 -0.002 0.087 -0.079
H 0.371552 1.829018 -0.040688 0.057 0.112 0.095
H -0.054528 3.348501 -0.881196 -0.034 -0.033 0.036
H 1.229491 2.305508 -1.519981 -0.075 -0.095 -0.011
```
Forces are in eV/Å.

Values from the calculation:
Total energy: -28996.0370 eV
Structure (SMILES): C#CC(=O)O[C@@H](ON=O)c1cccnc1.COCCOC
Kohn-Sham gap: 8.64 eV
E_HOMO: -0.346 Ha
Total charge: 0
Relative energy (zero: lowest compared OMol25 entry of this formula, charge and spin): 272.74 kcal per mole
F_max: 3.8 eV/Å

Here are the Mulliken charges for atoms 1 to 2, given in e: number 1, C, carries 0.13; number 2, C, carries -0.59

=====

Kohn-Sham gap of number 1 (C31H62N2O24)?
9.48 eV